17
Properties=species:S:1:pos:R:3:nbo_charge:R:1 method="wB97M-V/def2-TZVPD" homo_energy_ev=-13.761 energy_ha=-2995.0024 smiles="CCN1[NH+]=CN(Br)[C@H]1F" relative_energy_kcal_mol=4.2 total_charge=+1
H 1.516 2.465 0.328 0.279
C 1.046 1.599 -0.189 0.314
H -2.499 -0.353 -0.387 0.230
Br 3.485 0.235 0.175 0.375
N -0.216 1.372 -0.560 -0.334
H -1.264 -1.727 -0.679 0.237
F 1.130 -1.489 -0.086 -0.326
H -1.000 1.906 -0.531 0.438
N -0.399 0.111 -1.039 -0.273
N 1.790 0.570 -0.532 -0.464
H 1.365 -0.893 -1.919 0.199
C -1.184 -0.679 1.340 -0.663
H -1.686 0.151 1.849 0.224
C -1.528 -0.784 -0.123 -0.167
H -1.310 -1.540 1.928 0.261
C 0.926 -0.519 -0.998 0.457
H -0.172 -0.424 1.423 0.212